Record 1
{
  "formula": "C3H4O2",
  "method": "wB97M-V/def2-TZVPD",
  "symbols": ["C", "C", "C", "H", "H", "H", "H", "O", "O"],
  "coordinates": [[0.903, 0.126, -0.892], [0.101, -0.501, 0.252], [-0.916, 0.539, 0.748], [2.200, -0.085, -0.977], [-0.585, -1.561, -0.391], [0.754, -1.191, 1.299], [-0.280, 1.946, 1.057], [0.094, 0.667, -1.922], [-2.272, 0.059, 0.827]],
  "de_lowest_ev": 8.5792,
  "homo_ev": -10.368,
  "homo_lumo_gap_ev": 9.43,
  "e_lumo_ev": -0.936,
  "total_energy_ha": -266.87750
}

Record 2
{
  "formula": "C4H9NO2",
  "method": "wB97M-V/def2-TZVPD",
  "symbols": ["C", "C", "C", "N", "C", "O", "O", "H", "H", "H", "H", "H", "H", "H", "H", "H"],
  "coordinates": [[1.005, 1.105, 1.151], [-0.850, -1.529, -2.275], [-0.201, 1.343, 2.057], [0.769, 0.294, -0.265], [0.472, -0.692, 0.432], [0.415, -0.875, -2.273], [-0.137, -1.675, 0.626], [0.332, 0.062, -1.874], [1.893, 0.808, 1.721], [1.314, 2.057, 0.706], [-1.662, -0.827, -2.076], [-0.882, -2.322, -1.528], [-0.976, -1.960, -3.269], [0.017, 2.125, 2.782], [-0.442, 0.441, 2.611], [-1.065, 1.643, 1.473]],
  "de_lowest_ev": 3.6419,
  "homo_ev": -9.563,
  "homo_lumo_gap_ev": 9.84,
  "e_lumo_ev": 0.280,
  "total_energy_ha": -362.95170
}

Record 3
{
  "formula": "C22H19ClFI2NO4",
  "method": "wB97M-V/def2-TZVPD",
  "symbols": ["O", "C", "O", "C", "C", "C", "C", "C", "I", "C", "O", "C", "C", "C", "Cl", "C", "I", "C", "C", "N", "C", "O", "C", "F", "C", "C", "C", "C", "C", "C", "C", "H", "H", "H", "H", "H", "H", "H", "H", "H", "H", "H", "H", "H", "H", "H", "H", "H", "H", "H"],
  "coordinates": [[4.352, 2.154, -4.429], [4.210, 1.341, -3.533], [4.885, 0.182, -3.417], [3.166, 1.688, -2.460], [3.750, 2.672, -1.421], [3.052, 2.526, -0.053], [2.736, 3.661, 0.683], [1.986, 3.553, 1.883], [1.437, 5.384, 3.045], [1.561, 2.268, 2.336], [1.067, 2.093, 3.621], [-0.342, 2.097, 3.813], [-0.520, 1.984, 5.312], [-1.961, 1.891, 5.726], [-2.151, 1.999, 7.506], [1.873, 1.126, 1.608], [1.187, -0.939, 2.330], [2.631, 1.260, 0.405], [3.040, 0.143, -0.491], [2.494, 0.521, -1.814], [1.262, 0.018, -2.290], [0.798, 0.500, -3.327], [0.487, -1.061, -1.602], [1.096, -2.241, -1.244], [-0.901, -0.900, -1.359], [-1.896, -1.869, -0.758], [-3.127, -1.421, -0.270], [-4.047, -2.265, 0.330], [-3.805, -3.628, 0.441], [-2.613, -4.110, -0.102], [-1.641, -3.246, -0.631], [5.486, 0.174, -4.188], [2.413, 2.282, -2.994], [3.579, 3.624, -1.836], [4.795, 2.541, -1.262], [3.081, 4.686, 0.350], [-0.785, 3.036, 3.438], [-0.852, 1.297, 3.248], [0.055, 1.068, 5.606], [0.001, 2.833, 5.795], [-2.543, 2.684, 5.263], [-2.397, 0.950, 5.359], [2.650, -0.840, -0.160], [4.162, 0.029, -0.568], [-1.332, 0.058, -1.599], [-3.341, -0.386, -0.366], [-4.992, -1.894, 0.667], [-4.547, -4.265, 0.954], [-2.325, -5.153, -0.067], [-0.716, -3.649, -1.022]],
  "smiles": "O=C(O)[C@@H]1Cc2cc(I)c(OCCCCl)c(I)c2CN1C(=O)/C(F)=C/c1ccccc1",
  "homo_ev": -8.800,
  "homo_lumo_gap_ev": 8.14,
  "e_lumo_ev": -0.665,
  "total_energy_ha": -2360.86236
}

Record 4
{
  "formula": "C34H76BF16N9O16S2",
  "method": "wB97M-V/def2-TZVPD",
  "symbols": ["C", "F", "F", "F", "S", "O", "O", "N", "S", "O", "O", "C", "F", "F", "F", "C", "C", "O", "N", "H", "H", "C", "H", "H", "H", "H", "H", "H", "C", "C", "O", "N", "H", "H", "C", "H", "H", "H", "H", "H", "H", "C", "C", "O", "N", "H", "H", "C", "H", "H", "H", "H", "H", "H", "C", "C", "O", "N", "H", "H", "C", "H", "H", "H", "H", "H", "H", "C", "C", "O", "N", "H", "H", "C", "H", "H", "H", "H", "H", "H", "C", "C", "O", "N", "H", "H", "C", "H", "H", "H", "H", "H", "H", "C", "C", "O", "N", "H", "H", "C", "H", "H", "H", "H", "H", "H", "C", "C", "O", "N", "H", "H", "C", "H", "H", "H", "H", "H", "H", "C", "O", "O", "C", "F", "F", "F", "C", "C", "H", "H", "H", "H", "H", "H", "C", "O", "O", "C", "F", "F", "F", "C", "C", "H", "H", "H", "H", "H", "H", "B", "F", "F", "F", "F"],
  "coordinates": [[-2.561, 0.243, 0.933], [-3.207, 0.664, -0.147], [-3.311, 0.436, 1.993], [-2.259, -1.021, 0.760], [-1.014, 1.306, 1.118], [-1.414, 2.638, 0.717], [-0.716, 1.222, 2.531], [0.150, 0.659, 0.047], [1.070, -0.381, 0.803], [1.868, 0.105, 1.914], [0.421, -1.637, 1.039], [2.307, -0.702, -0.642], [3.080, -1.735, -0.329], [1.605, -1.034, -1.729], [3.028, 0.386, -0.886], [0.937, 3.625, 4.296], [-0.392, 4.328, 4.222], [-1.413, 3.763, 4.438], [-0.433, 5.854, 4.146], [0.285, 6.118, 3.470], [-1.365, 6.129, 3.833], [-0.245, 6.488, 5.522], [1.318, 3.759, 5.310], [1.518, 4.218, 3.575], [0.992, 2.589, 3.975], [-0.131, 7.566, 5.438], [0.667, 6.048, 5.914], [-1.121, 6.246, 6.115], [1.941, -4.916, 1.415], [0.531, -5.336, 1.706], [-0.362, -5.179, 0.942], [0.326, -6.081, 3.021], [1.124, -5.920, 3.637], [-0.445, -5.654, 3.592], [0.115, -7.559, 2.778], [2.631, -5.742, 1.588], [2.218, -4.085, 2.067], [1.871, -4.562, 0.391], [-0.941, -7.739, 2.614], [0.375, -8.042, 3.720], [0.844, -7.908, 2.054], [5.388, 5.214, -0.960], [5.516, 3.764, -0.602], [5.029, 3.194, 0.312], [6.030, 2.864, -1.745], [5.207, 2.515, -2.255], [6.479, 3.450, -2.457], [6.949, 1.780, -1.304], [4.385, 5.212, -1.397], [6.097, 5.587, -1.692], [5.362, 5.824, -0.062], [6.385, 1.031, -0.760], [7.774, 2.201, -0.732], [7.439, 1.318, -2.160], [2.999, -1.150, -4.497], [2.858, -0.106, -5.566], [1.818, 0.251, -5.978], [4.137, 0.458, -6.175], [4.554, 1.106, -5.454], [4.820, -0.265, -6.404], [3.824, 1.264, -7.417], [3.669, -0.965, -3.660], [3.396, -2.092, -4.904], [2.022, -1.534, -4.215], [3.169, 2.093, -7.176], [3.409, 0.648, -8.208], [4.812, 1.612, -7.718], [1.176, 3.902, -1.266], [0.325, 3.473, -2.423], [0.241, 4.066, -3.440], [-0.507, 2.231, -2.248], [-0.117, 1.531, -2.880], [-0.381, 1.877, -1.293], [-1.968, 2.564, -2.358], [1.828, 3.123, -0.860], [0.614, 4.261, -0.405], [1.855, 4.596, -1.759], [-2.193, 2.700, -3.409], [-2.230, 3.407, -1.723], [-2.532, 1.742, -1.923], [-1.511, -2.510, -1.704], [-2.534, -3.194, -2.584], [-3.385, -3.889, -2.167], [-2.435, -3.061, -4.087], [-3.373, -3.182, -4.492], [-2.195, -2.095, -4.331], [-1.553, -4.128, -4.706], [-0.532, -2.501, -2.191], [-1.529, -2.899, -0.690], [-1.660, -1.439, -1.527], [-0.619, -4.159, -4.148], [-1.350, -3.852, -5.735], [-2.069, -5.069, -4.545], [5.860, -3.479, 4.990], [5.163, -2.485, 4.075], [4.049, -2.604, 3.719], [5.846, -1.118, 3.899], [6.141, -0.665, 4.769], [6.728, -1.259, 3.397], [4.977, -0.162, 3.039], [6.939, -3.390, 5.098], [5.656, -4.396, 4.435], [5.370, -3.442, 5.960], [4.035, -0.111, 3.571], [4.929, -0.590, 2.046], [5.534, 0.771, 3.072], [-6.909, 3.534, -0.015], [-5.598, 4.144, 0.360], [-4.644, 4.247, -0.322], [-5.438, 4.593, 1.822], [-5.010, 5.522, 1.829], [-6.350, 4.716, 2.268], [-4.437, 3.720, 2.564], [-6.683, 2.702, -0.684], [-7.467, 4.223, -0.662], [-7.589, 3.388, 0.822], [-4.219, 4.278, 3.475], [-3.521, 3.702, 1.980], [-4.849, 2.761, 2.860], [-2.550, -6.033, 4.906], [-2.391, -4.831, 4.111], [-1.418, -6.178, 5.559], [-3.893, -5.984, 5.686], [-4.911, -5.327, 5.094], [-4.333, -7.260, 5.830], [-3.752, -5.489, 6.925], [-2.958, -4.778, 2.840], [-2.722, -3.398, 2.276], [-3.256, -3.312, 1.324], [-3.065, -2.633, 2.975], [-1.685, -3.138, 2.041], [-4.022, -4.988, 2.697], [-2.379, -5.502, 2.245], [-2.714, -6.839, 4.156], [-5.430, 0.495, -4.199], [-5.578, -0.539, -3.212], [-6.251, 0.215, -5.174], [-5.710, 1.876, -3.528], [-5.755, 2.863, -4.432], [-6.858, 1.919, -2.834], [-4.693, 2.212, -2.673], [-4.495, -0.733, -2.334], [-4.866, -1.889, -1.412], [-5.828, -1.774, -0.911], [-5.054, -2.784, -2.016], [-4.132, -2.224, -0.673], [-4.297, 0.185, -1.769], [-3.581, -1.047, -2.878], [-4.380, 0.639, -4.569], [3.917, 3.142, -4.056], [3.305, 2.489, -2.977], [3.022, 3.391, -5.073], [4.432, 4.368, -3.559], [4.974, 2.357, -4.575]],
  "charge": 4,
  "de_lowest_ev": 0.0000,
  "homo_ev": -12.091,
  "homo_lumo_gap_ev": 3.40,
  "e_lumo_ev": -8.689,
  "total_energy_ha": -5455.41020
}

Record 5
{
  "formula": "C26H52N3O10S4",
  "method": "wB97M-V/def2-TZVPD",
  "symbols": ["C", "C", "C", "C", "N", "C", "O", "C", "C", "N", "C", "N", "C", "O", "C", "H", "H", "H", "H", "H", "H", "H", "H", "H", "H", "H", "H", "H", "H", "H", "H", "H", "H", "H", "H", "C", "C", "C", "S", "O", "O", "C", "H", "H", "H", "H", "H", "H", "H", "H", "C", "C", "C", "S", "O", "O", "C", "H", "H", "H", "H", "H", "H", "H", "H", "C", "C", "C", "S", "O", "O", "C", "H", "H", "H", "H", "H", "H", "H", "H", "C", "C", "C", "S", "O", "O", "C", "H", "H", "H", "H", "H", "H", "H", "H"],
  "coordinates": [[-2.019, -0.895, 4.712], [-1.138, -2.309, 4.640], [0.406, -1.878, 4.291], [1.490, -3.141, 4.447], [2.377, -3.002, 5.662], [3.810, -2.663, 5.317], [4.451, -2.261, 6.615], [4.548, -4.054, 4.868], [5.665, -3.845, 3.641], [4.853, -3.175, 2.512], [4.752, -1.717, 2.887], [4.139, -0.832, 1.790], [2.953, -1.356, 1.339], [1.969, -2.148, 0.827], [4.009, -1.395, 4.306], [-2.664, -0.723, 3.726], [-1.304, 0.053, 4.820], [-2.760, -0.968, 5.638], [-1.222, -2.940, 5.628], [-1.554, -2.891, 3.705], [0.718, -0.937, 4.937], [0.404, -1.491, 3.162], [0.805, -4.115, 4.526], [2.050, -3.196, 3.421], [2.014, -2.172, 6.185], [3.911, -1.502, 7.033], [3.800, -4.891, 4.484], [5.156, -4.563, 5.752], [6.119, -4.879, 3.292], [6.527, -3.144, 4.050], [5.331, -3.305, 1.570], [3.950, -3.697, 2.479], [5.874, -1.324, 2.996], [2.989, -0.820, 4.075], [4.684, -0.581, 4.862], [-1.519, 0.910, -2.406], [-0.530, -0.255, -2.425], [0.538, 0.034, -1.371], [-0.248, 1.046, -0.127], [0.371, 2.355, -0.139], [-0.403, 0.273, 1.089], [-1.830, 1.163, -0.938], [-2.425, 0.682, -2.975], [-1.053, 1.797, -2.850], [-1.055, -1.184, -2.172], [-0.082, -0.390, -3.414], [0.908, -0.886, -0.911], [1.373, 0.601, -1.792], [-2.273, 2.144, -0.756], [-2.474, 0.377, -0.531], [-1.939, 6.244, -2.768], [-3.352, 6.656, -3.178], [-3.826, 5.668, -4.242], [-2.965, 4.136, -3.922], [-2.076, 3.866, -5.032], [-3.908, 3.153, -3.427], [-1.994, 4.739, -2.555], [-1.610, 6.766, -1.864], [-1.235, 6.484, -3.573], [-4.014, 6.605, -2.306], [-3.381, 7.684, -3.553], [-4.904, 5.498, -4.181], [-3.558, 6.004, -5.248], [-1.009, 4.268, -2.560], [-2.525, 4.490, -1.631], [5.188, -1.084, -2.306], [6.327, -1.371, -3.284], [7.287, -2.341, -2.598], [6.303, -3.284, -1.442], [6.738, -2.962, -0.099], [6.189, -4.649, -1.914], [4.766, -2.438, -1.755], [4.354, -0.570, -2.793], [5.552, -0.444, -1.492], [5.920, -1.833, -4.191], [6.842, -0.453, -3.586], [7.753, -3.021, -3.316], [8.057, -1.810, -2.033], [4.185, -2.365, -0.834], [4.215, -3.013, -2.505], [-9.516, 1.591, -2.830], [-8.403, 1.090, -3.750], [-7.093, 1.710, -3.265], [-7.295, 1.999, -1.514], [-7.276, 3.427, -1.277], [-6.451, 1.079, -0.778], [-8.982, 1.433, -1.414], [-10.444, 1.031, -2.975], [-9.720, 2.648, -3.039], [-8.340, -0.003, -3.684], [-8.597, 1.345, -4.796], [-6.246, 1.039, -3.427], [-6.904, 2.673, -3.748], [-9.532, 2.025, -0.680], [-8.966, 0.381, -1.114]],
  "charge": 1,
  "homo_ev": -11.544,
  "homo_lumo_gap_ev": 7.69,
  "e_lumo_ev": -3.856,
  "total_energy_ha": -3530.79522
}

What is the formula in the second record?
C4H9NO2